Computed, not measured: a structure of composition C3H3OYb, with ωB97M-V/def2-TZVPD.

**DFT total energy**: -1349.51566 a.u.
**<S²>**: 2.019
**Multiplicity**: 3
**Relative energy (zero: lowest compared OMol25 entry of this formula, charge and spin)**: 85.4 kJ/mol
**Frontier orbital gap (spin up / spin down)**: 9.1260 / 5.3731 eV
**HOMO level (spin up / spin down)**: -14.55 / -13.22 eV
**Total charge**: +1
**LUMO energy (spin up / spin down)**: -5.421 / -7.852 eV

Geometry (Å):
1 C 0.114 0.005 -0.385
2 C -1.238 -0.650 0.012
3 C -0.811 0.759 0.173
4 H -1.332 -1.302 0.894
5 H -1.897 -0.961 -0.812
6 H -1.185 1.767 0.342
7 O 3.842 0.707 0.550
8 Yb 2.507 -0.325 -0.774

Forces on the atoms, in the same order (eV/Å):
C -0.32 0.51 1.37
C -0.46 -1.51 -0.21
C 1.11 0.78 -1.24
H 0.61 -0.05 -0.53
H -0.38 0.65 0.54
H -0.11 -0.40 -0.08
O -0.69 -0.57 -0.72
Yb 0.23 0.59 0.87

natural (NBO) population analysis, charges in e, atoms 1 to 4: atom 1 (C): -0.419, atom 2 (C): -0.355, atom 3 (C): -0.119, atom 4 (H): 0.227